1.
DFT (wB97M-V/def2-TZVPD) results for one molecule with the formula C5H10N2O.

Its energy above the lowest of the compared OMol25 structures with the same formula, charge and spin is 28.1 kcal/mol. The value obtained for the total energy is -381.24073 hartree. For the LUMO energy, the calculation gives 0.0306 hartree. Its structure (SMILES) is C=CCCNC(N)=O.

ORCA input file:
```
! RIJCOSX wB97M-V def2-TZVPD def2/J DEFGRID3
* xyz 0 1
C -0.40 -2.57 1.72
C -0.93 -1.62 0.94
C -0.12 -0.35 0.73
C -0.89 0.79 0.02
N 0.09 1.83 -0.32
C 1.15 1.70 -1.21
N 0.98 1.09 -2.43
O 2.18 2.30 -0.91
H 0.33 -2.66 2.51
H -1.05 -3.43 1.87
H -1.88 -1.85 0.49
H 0.78 -0.66 0.19
H 0.30 0.04 1.65
H -1.51 0.59 -0.87
H -1.73 1.22 0.59
H 0.53 2.23 0.50
H 1.76 1.07 -3.06
H 0.41 0.26 -2.42
*
```


2.
DFT (wB97M-V/def2-TZVPD) results for one molecule with the formula C4H8N4.

Its energy above the lowest of the compared OMol25 structures with the same formula, charge and spin is 157.1 kcal/mol. The value obtained for the total energy is -375.99806 hartree. For the LUMO energy, the calculation gives 0.0044 hartree. Its structure (SMILES) is C=NN/C=C\N=N/C.

ORCA input file:
```
! RIJCOSX wB97M-V def2-TZVPD def2/J DEFGRID3
* xyz 0 1
C -3.04 -1.30 -0.12
N -1.89 -0.78 0.40
N -1.84 0.50 -0.09
C -0.74 1.32 -0.05
C 0.59 0.84 -0.03
N 0.89 -0.50 -0.50
N 1.97 -1.16 -0.33
C 3.15 -0.47 0.19
H -3.66 -0.59 -1.01
H -3.35 -2.29 0.53
H -2.86 0.91 -0.18
H -0.94 2.48 0.06
H 1.39 1.64 -0.08
H 3.20 0.73 -0.21
H 3.12 -0.25 1.37
H 4.02 -1.12 0.05
*
```


3.
DFT (wB97M-V/def2-TZVPD) results for a 2-piece molecular cluster, C3H11N2OS overall.

Its energy above the lowest of the compared OMol25 structures with the same formula, charge and spin is 14.8 kcal/mol. The value obtained for the total energy is -703.86048 hartree. For the LUMO energy, the calculation gives 0.1465 hartree.

ORCA input file:
```
! RIJCOSX wB97M-V def2-TZVPD def2/J DEFGRID3
* xyz -1 1
C -1.56 0.22 0.19
C -1.65 -0.49 -1.15
S -0.72 0.41 -2.48
N -0.77 -0.49 1.22
C 0.22 0.36 1.86
N 1.44 0.65 1.12
H -2.54 0.42 0.64
H -1.11 1.19 0.03
H -1.12 -1.43 -1.06
H -2.67 -0.55 -1.50
H -0.40 -1.35 0.82
H -0.28 1.31 2.01
H 0.55 -0.14 2.76
H 1.30 1.09 0.22
H 2.00 -0.18 1.00
H 2.08 -0.73 -1.37
H 2.35 0.04 -2.52
O 2.86 -0.34 -1.79
*
```